(1)
Molecular formula: C3H11N3
Method: DFT, ωB97M-V with the def2-TZVPD basis set

Orbital gap: 8.82 eV

```
17
Properties=species:S:1:pos:R:3:forces:R:3:lowdin_charge:R:1
N 2.022 -1.180 0.842 -3.8 -3.3 0.1 -0.057
N -1.068 -1.312 0.381 -0.2 -0.8 -0.3 0.039
N -0.625 0.988 -1.675 -1.4 3.2 -2.5 -0.097
C -0.190 -0.175 0.596 -4.6 0.2 -1.9 -0.537
C -0.662 1.093 -0.177 1.1 1.1 0.3 -0.332
C 1.150 -0.224 0.150 5.2 1.4 -0.7 -0.482
H 1.018 -1.195 1.991 3.7 -1.2 -3.2 0.224
H -1.317 -1.283 -0.619 -0.4 -0.6 1.1 0.072
H 0.060 2.151 -2.303 -2.9 -4.1 2.5 0.236
H 1.856 -2.273 0.072 0.2 3.8 3.6 0.181
H 1.279 0.830 0.654 2.2 -1.7 -1.5 0.124
H 0.018 1.829 0.288 0.2 0.2 -1.3 0.094
H -1.741 1.003 -2.108 4.3 0.5 1.7 0.122
H 0.027 0.103 1.607 -1.4 -0.1 1.2 0.105
H 1.429 -0.167 -0.970 -0.8 -0.1 1.8 0.139
H -1.507 1.546 0.209 -2.7 0.1 0.4 0.071
H -1.750 -1.734 1.062 1.3 1.3 -1.3 0.098
```
Positions in Å, forces in eV/Å.



(2)
Molecular formula: CH2N4O
Method: DFT, ωB97M-V with the def2-TZVPD basis set

SMILES: [H]/N=c1/[nH]nno1
Orbital gap: 10.42 eV

```
8
Properties=species:S:1:pos:R:3:forces:R:3:lowdin_charge:R:1
O -0.453 -1.216 -0.126 3.5 -1.3 -1.2 0.004
N -1.662 -0.729 0.052 -1.2 1.4 0.1 0.001
N -0.294 0.952 -0.257 -2.3 3.0 2.5 0.058
N 1.720 -0.105 0.111 -2.1 -1.6 -2.0 0.142
N -1.614 0.498 0.038 -0.5 1.5 -0.2 0.019
C 0.471 -0.146 -0.211 1.6 0.7 2.7 -0.506
H 1.870 -1.096 -0.027 1.6 -0.7 0.7 0.044
H -0.039 1.842 0.421 -0.7 -3.1 -2.6 0.238
```
Positions in Å, forces in eV/Å.



(3)
Molecular formula: C8HF7NO3
Method: DFT, ωB97M-V with the def2-TZVPD basis set

Charge: -1
SMILES: O=C(N[C@@]1(F)C(=O)C(F)=C(F)C([O-])=C1F)C(F)(F)F
Orbital gap: 6.09 eV

```
20
Properties=species:S:1:pos:R:3:forces:R:3:lowdin_charge:R:1
F -1.356 -0.853 1.403 -0.3 0.0 0.7 0.113
F 3.346 -0.878 1.209 -0.2 0.3 -0.2 0.094
F -3.103 -0.068 -1.332 0.8 -0.3 -0.4 0.115
F -2.404 -0.008 -3.408 0.6 -0.7 1.4 0.088
F 3.320 1.866 0.931 -0.2 -0.5 0.8 0.108
F -3.026 -1.902 -2.507 0.8 1.0 0.3 0.080
F -1.364 1.875 1.516 -1.3 0.4 -0.4 0.100
O 0.990 3.240 1.191 0.7 -1.3 0.2 0.041
O 0.949 -2.175 1.637 0.3 2.4 -0.8 0.135
O -0.287 -1.964 -2.450 -1.6 3.3 2.2 0.016
N -0.374 -0.292 -0.686 1.0 -0.6 -3.8 0.114
C 0.984 -0.980 1.318 -0.4 -1.9 1.3 -0.257
C 2.194 -0.182 1.209 1.6 1.4 0.5 -0.129
C -0.856 -1.058 -1.752 1.1 -2.3 -1.0 -0.344
C -2.340 -0.735 -2.230 -1.2 -0.5 -0.4 -0.467
C -0.244 1.220 1.280 3.1 -0.3 1.7 -0.216
C 2.205 1.189 1.259 1.1 -1.8 -1.9 -0.095
C 0.988 1.993 1.248 -3.3 0.9 0.2 -0.315
C -0.245 -0.168 1.132 -1.6 0.9 -0.8 -0.295
H 0.624 -0.122 -0.969 -1.0 -0.4 0.5 0.114
```
Positions in Å, forces in eV/Å.



(4)
Molecular formula: C2H8NO2
Method: DFT, ωB97M-V with the def2-TZVPD basis set

Charge: -1
Orbital gap: 7.75 eV

```
13
Properties=species:S:1:pos:R:3:forces:R:3:lowdin_charge:R:1
O 1.667 -1.967 -0.229 2.1 2.1 2.3 -0.197
O 1.114 0.421 -0.623 1.0 0.5 -0.7 -0.361
N -1.728 0.184 -0.663 -0.8 3.4 2.5 -0.007
C 0.595 0.565 0.624 -1.9 -0.8 -1.4 -0.437
C -1.013 0.828 0.504 0.8 0.2 -0.4 -0.240
H -1.139 1.918 0.417 -0.2 -0.2 -0.2 0.073
H 1.793 -0.909 -0.509 -1.4 -0.9 0.6 0.033
H 1.104 1.376 1.191 -0.5 -0.2 0.4 0.078
H -1.538 0.527 1.408 0.0 -0.1 0.3 0.064
H 1.361 -2.317 -1.007 -1.2 -1.4 -2.9 -0.076
H 0.644 -0.427 1.089 0.3 0.1 1.0 0.065
H -1.309 0.545 -1.463 1.0 1.0 -1.7 0.009
H -1.551 -0.744 -0.740 0.9 -3.5 0.3 -0.004
```
Positions in Å, forces in eV/Å.



(5)
Molecular formula: C2HBrI2O
Method: DFT, ωB97M-V with the def2-TZVPD basis set

Orbital gap (alpha / beta): 4.36 / 4.42 eV

```
7
Properties=species:S:1:pos:R:3:forces:R:3:lowdin_charge:R:1
I 2.806 -0.058 -0.630 -1.2 -0.6 0.7 0.931
I 1.668 -3.313 0.295 0.6 0.3 -0.1 1.053
Br 0.354 -0.919 -3.241 0.2 -0.1 1.0 -0.336
O -0.775 -1.871 0.861 1.0 1.1 -0.4 -0.034
C 1.323 -1.309 0.099 2.8 -1.1 -1.8 -1.214
C -0.027 -1.005 0.400 -2.7 -2.4 1.3 -0.488
H -0.423 -0.074 0.244 -0.6 2.8 -0.6 0.088
```
Positions in Å, forces in eV/Å.



(6)
Molecular formula: C17H30KN6O4PSTe
Method: DFT, ωB97M-V with the def2-TZVPD basis set

Charge: -2
Orbital gap: 5.06 eV

```
61
Properties=species:S:1:pos:R:3:forces:R:3:lowdin_charge:R:1
Te 2.272 -1.635 1.960 0.3 -0.6 0.0 0.303
K -0.683 0.395 -0.497 -2.1 -1.4 -1.1 0.715
S -3.526 1.231 -2.734 0.1 -0.7 -0.6 0.363
P 0.796 0.123 2.235 -0.7 1.6 2.0 0.059
O 1.318 0.708 -1.422 1.2 0.0 -0.7 -0.238
O -0.596 0.077 1.726 0.2 -0.5 1.5 -0.532
O 1.403 1.583 1.758 -0.8 -1.2 -0.1 -0.293
O 0.659 0.464 3.908 0.8 -0.7 -1.2 -0.323
N -2.690 -3.889 -1.074 -0.1 -0.1 0.0 -0.195
N -0.584 -4.864 -1.378 0.0 0.3 0.0 -0.186
N -4.361 2.700 -0.728 -0.1 0.3 0.2 -0.016
N -2.149 2.923 -1.083 -0.1 1.0 1.0 -0.074
N -0.935 2.521 -1.542 0.3 0.6 -0.9 -0.134
N -0.883 -2.490 -1.244 0.1 0.8 -0.1 0.177
C -0.353 1.400 4.171 -0.6 0.6 0.1 -0.357
C -3.226 2.323 -1.471 -0.3 0.2 -0.1 -1.045
C 3.355 1.687 -1.995 0.2 -0.2 0.0 -0.046
C 2.768 1.768 1.993 1.3 0.4 0.2 -0.383
C -1.324 -3.667 -1.234 0.1 -0.7 0.0 -0.454
C 3.176 3.176 1.600 -0.3 -0.2 0.0 -0.059
C 3.582 4.073 -2.138 0.2 0.4 -0.1 -0.175
C 1.960 1.758 -1.682 0.5 0.2 -0.2 -0.423
C -0.112 2.084 5.510 0.2 -0.3 -0.3 -0.088
C -3.333 -4.750 -2.042 -0.1 -0.1 0.0 -0.091
C -0.850 -5.912 -0.415 0.0 -0.2 0.1 -0.089
C 0.021 3.349 -1.359 -1.0 0.6 0.1 -0.139
C -3.464 -2.698 -0.784 0.0 0.1 0.1 -0.073
C 2.235 4.192 -1.852 -0.1 0.0 0.0 -0.109
C 4.132 2.794 -2.214 0.2 0.1 0.0 -0.156
C 1.402 3.094 -1.655 0.7 -0.3 -0.1 -0.167
C 0.831 -4.689 -1.623 0.0 0.0 -0.1 -0.087
H 5.194 2.681 -2.425 -0.1 0.0 0.0 0.081
H -2.669 -5.565 -2.317 0.0 0.0 0.0 0.070
H -0.581 -6.879 -0.852 0.0 0.0 0.1 0.079
H 1.250 -5.645 -1.943 0.0 0.0 0.0 0.078
H -0.879 2.839 5.689 0.0 0.0 0.0 0.065
H 4.194 4.957 -2.287 0.0 -0.1 0.0 0.069
H -3.607 -4.203 -2.955 0.0 0.0 0.0 0.090
H 1.799 5.185 -1.781 -0.1 0.0 0.0 0.094
H -4.246 -5.164 -1.605 0.0 0.0 -0.1 0.079
H -0.382 2.151 3.370 -0.1 0.0 0.2 0.110
H 0.119 -2.369 -1.234 0.3 -0.3 0.1 0.044
H 1.375 -4.343 -0.734 0.0 0.0 0.0 0.082
H -0.264 -5.769 0.503 0.0 0.0 0.0 0.092
H 4.176 3.385 1.975 0.1 0.0 0.0 0.068
H -0.121 1.352 6.316 0.0 0.0 0.1 0.064
H 2.482 3.890 2.038 -0.1 0.2 0.1 0.074
H 3.793 0.693 -2.018 -0.1 0.0 0.0 0.098
H -3.577 -2.051 -1.658 0.0 0.1 0.0 0.077
H -0.214 4.354 -0.958 0.0 -0.3 -0.1 0.112
H 0.862 2.564 5.504 0.1 0.1 0.0 0.065
H -1.329 0.899 4.187 0.1 0.1 -0.1 0.111
H -4.181 3.543 -0.195 0.0 0.0 0.0 0.053
H -1.904 -5.920 -0.150 0.1 0.0 0.0 0.074
H -4.445 -3.004 -0.416 0.0 0.0 0.0 0.080
H 2.983 1.604 3.063 0.0 0.0 -0.2 0.104
H -5.191 2.752 -1.301 0.1 -0.1 0.1 0.027
H 3.349 1.033 1.420 -0.1 0.2 0.1 0.054
H -2.949 -2.126 -0.021 -0.1 0.1 0.1 0.083
H 3.156 3.296 0.521 0.0 0.1 -0.1 0.046
H 0.969 -3.969 -2.427 0.1 0.0 0.0 0.090
```
Positions in Å, forces in eV/Å.



(7)
Molecular formula: C4H8O3
Method: DFT, ωB97M-V with the def2-TZVPD basis set

SMILES: COC(=O)[C@@H](C)O
Orbital gap: 11.12 eV

```
15
Properties=species:S:1:pos:R:3:forces:R:3:lowdin_charge:R:1
O 1.198 -2.048 1.133 -0.8 -0.1 -0.2 -0.005
O 0.288 1.079 -0.143 0.5 0.2 -0.1 -0.083
O 1.006 -0.710 -1.363 0.1 0.5 0.5 0.125
C 0.514 -0.824 0.996 -0.9 0.4 0.0 -0.275
C -0.037 1.859 -1.264 0.1 0.3 -0.4 -0.041
C -1.139 -0.733 0.887 0.4 -0.6 0.4 0.011
C 0.725 -0.169 -0.318 0.1 0.0 -0.3 -0.524
H -1.587 -1.257 1.718 -0.1 -0.4 0.1 0.065
H -0.409 1.240 -2.084 0.1 0.1 0.0 0.100
H -1.492 -1.144 -0.075 0.3 -0.3 0.5 0.090
H 1.555 -2.334 0.274 -0.4 0.3 0.1 0.100
H -0.803 2.560 -0.926 0.2 0.0 -0.2 0.098
H 0.875 2.379 -1.542 -0.1 0.3 -0.5 0.097
H -1.567 0.294 0.889 1.0 -0.6 0.4 0.087
H 0.873 -0.192 1.818 -0.4 0.0 -0.2 0.154
```
Positions in Å, forces in eV/Å.



Result set for E_tot: -284.844985, -333.453059, -1284.970417, -286.212925, -3321.304243, -2902.914745, -382.904258 Ha, one per record in the order listed.
Result set for energy above the lowest of the compared OMol25 structures with the same formula, charge and spin: 9.0570, 2.5781, 1.1032, 0.9344, 2.8349, 0.8336, 1.6479 eV, one per record in the order listed.